{"formula": "C37H48CoN5O2Sb2Se2", "method": "ωB97M-V/def2-TZVPD", "homo_ha": [-0.1368, -0.1329], "fmax_ev_per_a": 0.63, "multiplicity": 2, "total_charge": -1, "symbols": ["Co", "C", "C", "C", "C", "C", "N", "C", "C", "C", "C", "C", "C", "C", "N", "C", "C", "C", "N", "C", "C", "N", "C", "C", "C", "N", "H", "H", "H", "H", "H", "H", "H", "H", "H", "H", "H", "H", "H", "H", "H", "H", "H", "H", "C", "Sb", "C", "C", "C", "C", "C", "C", "C", "C", "C", "Sb", "C", "C", "H", "H", "H", "H", "H", "H", "H", "H", "H", "H", "H", "H", "H", "H", "H", "H", "H", "H", "H", "H", "O", "C", "C", "C", "O", "C", "Se", "C", "Se", "H", "H", "H", "H", "H", "H", "H", "H", "H", "H"], "xyz": [[-0.39876, 0.10532, -0.59300], [-0.04785, 6.75605, 0.39344], [-0.26392, 5.28558, 0.64378], [0.40038, 4.62098, 1.67114], [0.24425, 3.26225, 1.84654], [-0.58524, 2.47978, 1.03053], [-0.65653, 1.09359, 1.17376], [-0.88836, 0.58994, 2.41443], [-1.43374, 1.37895, 3.46040], [-1.66179, 0.89796, 4.73177], [-1.40673, -0.43000, 5.06097], [-1.66190, -0.98253, 6.44157], [-0.94179, -1.24084, 4.04029], [-0.67065, -0.76590, 2.76063], [-0.19136, -1.71654, 1.81185], [0.45812, -2.86106, 2.10829], [0.51711, -3.61866, 0.96362], [-0.11754, -2.83554, -0.00700], [-0.53119, -1.68196, 0.50745], [-1.27619, 3.16909, 0.02382], [-1.09139, 4.53360, -0.16896], [-2.18704, 2.49902, -0.84803], [-3.22214, 3.06080, -1.51763], [-3.83466, 2.06702, -2.24005], [-3.09919, 0.90850, -1.94203], [-2.11993, 1.18001, -1.09672], [0.16248, 7.28061, 1.32682], [-0.92695, 7.21410, -0.06329], [0.79942, 6.92009, -0.27775], [1.07058, 5.17097, 2.32439], [0.79676, 2.75555, 2.62947], [-1.67567, 2.40875, 3.23897], [-2.07469, 1.56372, 5.48338], [-1.95243, -0.18601, 7.12741], [-0.76987, -1.46472, 6.84838], [-2.46368, -1.72629, 6.43510], [-0.80264, -2.29619, 4.24614], [0.84815, -3.05130, 3.09246], [0.96821, -4.58898, 0.84180], [-0.25996, -3.05030, -1.05241], [-1.57723, 5.01928, -1.00753], [-3.46445, 4.10378, -1.41953], [-4.68969, 2.16172, -2.88763], [-3.22179, -0.10393, -2.29379], [3.30492, -2.83126, -1.91927], [3.08334, -1.30362, -0.39349], [4.57168, -0.00998, -1.25436], [4.49300, -2.34276, 1.01542], [5.71097, -1.52519, 1.27200], [6.81000, -1.66118, 0.41861], [7.92035, -0.83921, 0.50641], [7.95710, 0.15631, 1.47133], [6.89624, 0.27768, 2.35519], [5.77681, -0.55507, 2.29651], [4.71978, -0.40705, 3.34956], [2.75712, 0.38449, 2.74727], [2.39222, 1.16410, 4.74485], [3.57277, 2.20413, 1.92812], [4.27373, -2.73920, -2.41226], [2.50438, -2.71170, -2.65193], [3.21623, -3.81621, -1.45538], [5.34399, -0.60308, -1.74422], [5.03028, 0.60057, -0.47382], [4.07812, 0.63742, -1.97673], [4.74037, -3.29570, 0.54533], [3.91568, -2.53676, 1.92163], [6.76811, -2.42302, -0.35359], [8.74544, -0.96659, -0.18410], [8.80636, 0.82402, 1.54550], [6.93524, 1.03593, 3.13053], [5.06989, 0.27400, 4.12739], [4.49961, -1.36943, 3.82125], [3.07027, 1.98764, 4.97824], [2.54151, 0.35991, 5.46926], [1.35713, 1.50563, 4.82103], [3.62776, 2.96952, 2.70347], [2.94706, 2.55182, 1.10550], [4.57466, 1.99546, 1.54778], [1.57412, 2.60035, -6.05179], [0.56599, 1.62857, -5.72796], [0.79476, 1.00982, -4.33932], [2.06312, 0.15068, -4.35812], [3.25736, 0.86153, -4.67852], [0.87047, 2.14006, -3.31244], [1.28048, 1.65704, -1.45074], [-0.45031, 0.13739, -4.12341], [-0.39847, -1.23468, -2.72691], [1.35704, 2.99576, -6.89922], [0.57434, 0.82285, -6.47227], [-0.42315, 2.10167, -5.74293], [1.90732, -0.68100, -5.06134], [2.20141, -0.27858, -3.36854], [3.03409, 1.57330, -5.28966], [-0.07752, 2.68658, -3.30726], [1.65840, 2.83465, -3.59148], [-0.67206, -0.40790, -5.04510], [-1.29818, 0.79202, -3.91409]], "forces_ev_per_angstrom": [[0.13, -0.28, 0.11], [0.00, -0.08, 0.00], [0.03, 0.03, 0.07], [0.01, 0.01, 0.00], [0.00, -0.07, -0.06], [-0.14, 0.12, 0.12], [0.46, -0.17, -0.40], [-0.11, 0.14, -0.16], [0.01, 0.00, 0.06], [0.00, -0.05, -0.02], [-0.01, 0.02, 0.11], [0.00, 0.01, -0.12], [0.01, -0.04, -0.06], [-0.10, -0.01, 0.04], [0.11, 0.07, 0.12], [0.06, -0.01, -0.05], [-0.04, -0.04, -0.03], [0.01, -0.09, 0.12], [-0.19, -0.02, -0.26], [0.02, -0.04, 0.07], [-0.04, 0.02, -0.14], [-0.09, 0.04, 0.17], [-0.04, -0.03, -0.02], [-0.01, -0.02, -0.03], [-0.12, -0.01, 0.11], [-0.11, 0.01, -0.36], [0.00, 0.01, -0.02], [0.02, 0.00, 0.00], [-0.02, 0.00, 0.01], [-0.01, -0.02, -0.02], [-0.03, 0.03, 0.01], [-0.01, -0.01, 0.03], [0.02, 0.02, -0.02], [0.00, -0.01, 0.00], [-0.01, 0.01, 0.02], [0.01, 0.01, 0.02], [0.01, 0.00, -0.05], [-0.05, 0.06, 0.02], [0.01, 0.05, -0.01], [-0.01, 0.02, 0.01], [0.00, -0.02, 0.02], [0.04, -0.02, 0.05], [0.02, 0.01, 0.03], [0.07, 0.02, -0.02], [-0.12, 0.05, 0.01], [0.17, -0.16, -0.26], [0.03, -0.06, 0.07], [-0.03, 0.17, 0.06], [0.01, 0.02, 0.07], [-0.04, 0.00, 0.01], [-0.01, -0.01, -0.01], [-0.02, 0.00, 0.01], [0.00, 0.01, -0.01], [0.02, -0.07, -0.03], [-0.12, -0.01, -0.07], [0.14, 0.14, 0.26], [-0.04, 0.00, -0.07], [-0.03, -0.05, -0.07], [0.00, -0.02, 0.04], [0.04, 0.00, 0.03], [0.00, 0.02, -0.02], [0.02, 0.01, 0.03], [-0.02, 0.01, -0.05], [-0.03, -0.02, 0.01], [0.02, 0.03, -0.01], [0.02, -0.01, -0.03], [-0.01, 0.02, 0.01], [-0.01, 0.00, 0.00], [0.00, 0.00, 0.00], [-0.01, -0.01, 0.00], [0.02, -0.04, 0.01], [0.01, 0.02, -0.02], [0.00, -0.04, -0.03], [-0.02, 0.02, -0.03], [0.05, -0.03, 0.00], [0.01, -0.01, -0.01], [0.04, 0.00, 0.01], [-0.02, 0.01, 0.02], [-0.04, -0.02, 0.04], [-0.06, -0.03, 0.03], [0.11, 0.09, -0.07], [-0.02, 0.08, -0.07], [-0.06, -0.07, 0.08], [0.02, -0.09, 0.25], [0.02, -0.02, 0.01], [0.03, -0.15, 0.07], [0.02, 0.43, 0.44], [0.01, -0.02, -0.02], [0.01, 0.03, -0.03], [0.02, 0.04, 0.00], [0.03, 0.01, -0.03], [0.01, -0.02, 0.03], [-0.05, -0.01, -0.02], [-0.02, 0.02, -0.11], [0.00, 0.06, -0.02], [-0.01, -0.01, 0.00], [-0.02, 0.04, -0.05]], "lowdin_charge": [0.03, -0.06, -0.28, -0.04, -0.05, -0.30, 0.00, -0.25, -0.03, -0.07, -0.30, -0.07, -0.01, -0.16, -0.07, -0.10, -0.07, -0.22, 0.02, -0.16, 0.00, -0.04, -0.07, -0.06, -0.15, 0.02, 0.07, 0.07, 0.08, 0.11, 0.09, 0.11, 0.11, 0.07, 0.07, 0.07, 0.11, 0.12, 0.10, 0.01, 0.11, 0.11, 0.09, 0.09, -0.33, 1.26, -0.32, -0.32, -0.31, -0.08, -0.10, -0.11, -0.07, -0.29, -0.34, 1.32, -0.34, -0.31, 0.00, -0.03, -0.01, 0.00, 0.00, -0.04, 0.05, 0.02, 0.11, 0.09, 0.09, 0.10, 0.05, 0.05, 0.00, -0.01, -0.02, 0.00, -0.03, -0.01, -0.07, -0.20, -0.58, -0.25, -0.06, -0.49, 0.67, -0.54, 0.63, 0.09, 0.12, 0.13, 0.13, 0.04, 0.05, 0.06, 0.05, 0.05, 0.04]}